Formula: C52H39Cl2F3N2OP2SbTi
Source: OMol25
Level of theory: ωB97M-V/def2-TZVPD

LUMO ... -9.704 eV
Energy relative to the best compared isomer or geometry (same formula, charge and spin) ... 0.930 eV

```
! RIJCOSX wB97M-V def2-TZVPD def2/J DEFGRID3
* xyz 3 1
H -4.59 -0.40 -4.90
C 0.85 -4.42 2.46
H 1.50 2.84 -2.00
H -2.77 -3.61 1.14
C -1.36 -4.34 -2.40
C -5.33 -1.36 3.04
H -5.43 -0.67 -0.78
H 2.80 1.21 6.60
O -1.06 1.55 1.45
C -2.96 0.12 -1.95
H 2.74 -2.75 -2.35
C 3.98 3.04 0.56
H -1.38 -2.23 -2.71
C -4.02 0.09 -4.12
C -1.58 -3.03 -2.00
C 0.82 -3.16 1.87
C 0.73 -0.03 -2.41
C -1.35 5.70 1.38
C 4.99 3.72 -0.12
H 4.55 1.67 2.72
H 4.73 1.80 5.17
H -3.22 -1.12 2.90
Sb -2.41 -0.77 -0.12
C -3.63 1.41 -4.30
Ti -0.10 0.85 0.17
C 3.80 1.49 4.72
C -4.19 -0.91 0.98
C 2.49 1.03 2.74
H -2.10 2.02 -1.39
C -1.22 2.93 1.49
C 0.98 4.85 -1.44
H 3.74 0.30 -1.44
C 0.24 5.62 -0.57
H 5.53 1.52 -2.64
C -0.51 3.63 0.51
H -7.53 -1.10 0.47
H 3.82 -2.41 0.37
C -6.52 -1.37 2.33
C 2.72 1.15 5.52
C 5.09 1.94 -1.74
H 5.34 4.68 0.25
H 1.80 -0.10 -5.59
H 3.70 -1.80 2.03
H 0.26 6.71 -0.65
C 5.55 3.16 -1.26
H -2.72 5.54 3.00
H -2.67 3.15 -3.51
H -3.97 -1.59 -2.80
C 1.25 -4.17 -0.30
H 0.64 -2.29 2.48
Cl -2.97 2.74 3.49
F -1.38 -6.61 -1.86
C 2.19 -1.89 -2.72
C 1.69 -0.38 -4.55
C 0.87 0.38 -3.72
C -2.02 3.60 2.35
C -2.08 -2.76 -0.73
C 4.09 1.25 -1.07
C -4.15 -1.13 2.35
H -2.33 -5.95 0.43
H 0.48 0.34 3.14
C -1.62 -5.35 -1.50
C 1.09 -5.54 1.68
H 1.45 -6.30 -0.30
F -7.65 -1.61 2.98
C 1.36 -1.15 -1.88
N 0.21 2.85 -0.39
Cl -1.43 7.41 1.33
H 3.53 3.49 1.44
C 3.69 1.43 3.33
C 3.74 -1.51 0.98
F -3.95 2.03 -5.42
H 6.35 3.68 -1.78
C 1.52 0.73 4.94
H 1.58 5.30 -2.21
H 0.35 1.25 -4.10
C 0.94 3.47 -1.32
H 1.13 -6.52 2.14
C -2.08 5.01 2.30
C -2.36 -3.80 0.15
C -2.93 2.11 -3.34
H -5.35 -1.54 4.11
C 2.35 -1.50 -4.05
H 4.62 -0.90 0.81
H 0.68 -4.52 3.53
C 3.56 1.79 0.10
N 2.53 -0.75 0.60
C -2.12 -5.11 -0.23
C 1.04 -3.04 0.49
C 1.41 0.67 3.56
C -3.68 -0.55 -2.94
H 0.69 0.44 5.57
P 2.30 0.87 0.96
C 1.28 -5.42 0.31
H 0.04 0.54 -1.79
P 1.12 -1.37 -0.11
C -5.40 -0.88 0.28
H -0.99 -4.59 -3.39
C -0.53 5.02 0.44
H 2.99 -2.08 -4.70
H 1.36 -4.09 -1.37
C -2.60 1.45 -2.16
C -6.58 -1.11 0.97
*
```

Formula: C52H42AsGeN3OS2Sc
Source: OMol25
Level of theory: ωB97M-V/def2-TZVPD

LUMO ... 2.335 eV
Energy relative to the best compared isomer or geometry (same formula, charge and spin) ... 0.004 eV

```
! RIJCOSX wB97M-V def2-TZVPD def2/J DEFGRID3
* xyz -1 1
H 3.12 1.13 -4.99
H 0.69 3.16 -1.71
C -0.07 1.99 3.21
C 1.16 -2.07 3.00
H -0.83 1.19 -5.97
C -0.24 3.54 5.07
C 3.39 2.06 -1.18
C -2.23 -2.17 4.59
H 2.57 -0.64 0.07
H 2.61 -5.19 -3.01
C 5.31 -1.45 -5.14
C 4.28 -1.32 -2.97
C -0.57 3.40 -3.42
C -1.25 1.38 3.66
H -1.23 -2.44 4.25
C -1.00 2.85 -4.62
H -2.82 1.37 5.13
O -1.26 0.44 -0.63
C 2.62 -4.21 -1.14
C -5.53 1.95 0.33
C -1.41 2.93 5.51
As -1.94 -0.11 2.62
C 0.46 0.98 -4.27
H 3.34 -4.88 -0.70
N -2.27 0.03 -1.39
H 0.39 -1.52 -2.76
H -4.00 -2.69 -2.20
H 4.69 0.05 -6.55
H -5.80 -1.27 5.74
C 3.68 3.23 -1.87
C 2.07 -3.12 -0.34
C -4.32 -0.73 -3.02
C -4.19 -0.79 4.41
C -3.89 0.60 -3.00
H 5.63 4.80 0.41
C 0.41 3.08 3.95
H 0.80 -3.65 -3.95
H 3.28 3.39 -2.87
C 2.38 -4.22 1.87
C -5.51 0.58 0.51
C 1.26 -3.46 -2.99
H -1.93 3.28 6.39
H -4.44 -1.10 1.31
C 4.58 -0.34 -5.54
C 4.48 4.21 -1.31
C -3.44 0.76 1.72
C -2.90 -1.10 3.99
C 1.90 -3.14 1.02
C 4.73 2.87 0.66
S -1.83 -2.36 -0.32
H 2.84 -5.08 1.40
H 5.13 2.73 1.66
C 3.93 1.89 0.09
H -1.73 3.38 -5.23
C 1.02 -2.31 -2.34
H -2.30 -3.72 6.06
C -3.46 2.14 1.53
H 5.72 -2.80 -3.53
C -3.70 -1.65 -2.21
H -4.51 3.80 0.69
H -5.13 -1.04 -3.66
C -4.46 -0.02 1.19
H 2.60 -5.00 3.81
H -4.73 0.03 3.94
N 1.57 -2.03 -1.12
H 5.99 -1.93 -5.83
C -4.79 -1.52 5.42
H -6.31 -0.04 0.10
C 5.16 -1.94 -3.85
C 3.69 0.27 -4.66
H 4.15 -1.73 -1.98
C 0.38 2.73 -2.65
H 3.71 1.00 0.66
C 2.25 -4.17 3.21
C -2.86 0.95 -2.17
H 0.17 4.38 5.62
C -0.49 1.63 -5.04
H -6.35 2.42 -0.21
H -4.59 -3.15 6.81
S 0.84 1.50 1.79
H 4.70 5.12 -1.86
C -2.83 -2.89 5.60
C -4.50 2.73 0.83
Sc -0.02 -0.61 0.59
C 0.93 1.52 -3.07
C 1.78 -0.64 -0.69
H 0.70 -1.17 3.42
C -1.91 1.85 4.79
C 1.63 -3.04 3.83
H -0.97 4.34 -3.07
C 5.01 4.04 -0.04
H -4.35 1.36 -3.62
H 1.33 3.56 3.62
H 0.86 0.04 -4.62
C -2.64 -1.29 -1.35
C 2.21 -4.38 -2.41
H -2.65 2.75 1.92
Ge 2.34 0.62 -2.03
H -2.44 1.93 -2.09
C -4.11 -2.57 6.02
H 1.55 -2.93 4.90
N 1.20 -2.09 1.64
C 3.53 -0.22 -3.36
*
```

| no. | frontier orbital gap (eV) | energy (hartree) | HOMO level (eV) |
| --- | --- | --- | --- |
| 1 | 6.135 | -5181.2744 | -15.84 |
| 2 | 4.817 | -8116.1644 | -2.48 |